# 1
C23H17F11HfNO23S2 as an isolated structure. Source: the OMol25 dataset; level of theory: ωB97M-V/def2-TZVPD.

Atoms and positions in Å:
Hf: 0.22 0.55 -0.42
C: 0.10 0.11 3.85
C: 0.10 0.54 2.52
C: 0.79 1.86 2.17
O: 0.92 1.92 0.84
C: 1.43 2.64 3.04
C: 1.53 2.18 4.39
C: 0.78 0.93 4.81
O: 0.76 0.57 5.95
O: 2.18 2.73 5.18
O: -0.17 -0.05 1.43
H: -0.06 -0.93 4.09
H: 2.09 3.53 2.91
C: -3.20 -1.95 -2.48
F: -3.68 -0.86 -3.05
F: -4.19 -2.84 -2.34
F: -2.27 -2.48 -3.33
S: -2.50 -1.61 -0.79
O: -1.34 -0.72 -1.06
O: -3.67 -0.93 -0.23
N: -2.14 -3.03 -0.36
S: -2.75 -3.39 1.08
O: -2.14 -2.64 2.11
O: -4.17 -3.48 1.13
C: -2.19 -5.17 1.18
F: -2.50 -5.88 0.13
F: -0.79 -5.23 1.17
F: -2.59 -5.79 2.24
C: 1.54 -1.43 -5.78
C: 2.44 -2.18 -4.83
O: 2.00 -1.73 -3.55
C: 1.13 -0.71 -3.67
O: 0.64 -0.08 -2.77
O: 0.94 -0.39 -4.99
F: 3.77 -1.84 -4.94
H: 0.79 -2.18 -6.05
H: 1.96 -1.06 -6.70
H: 2.47 -3.26 -4.77
C: 5.24 2.37 0.08
C: 5.14 2.61 -1.43
O: 3.85 2.10 -1.78
C: 3.39 1.45 -0.71
O: 2.36 0.86 -0.79
O: 4.27 1.34 0.27
F: 6.00 1.82 -2.16
H: 4.79 3.21 0.59
H: 6.23 2.16 0.44
H: 5.17 3.60 -1.82
C: -1.31 5.32 -0.38
C: -2.31 5.14 -1.45
O: -2.10 3.83 -1.95
C: -0.97 3.43 -1.51
O: -0.42 2.38 -1.85
O: -0.43 4.25 -0.60
F: -2.01 6.10 -2.40
H: -1.65 5.25 0.67
H: -0.82 6.28 -0.44
H: -3.35 5.18 -1.19
C: 2.22 -4.55 0.85
C: 2.10 -3.73 2.11
O: 1.66 -2.45 1.68
C: 1.51 -2.46 0.36
O: 1.24 -1.48 -0.33
O: 1.92 -3.57 -0.18
F: 3.30 -3.55 2.73
H: 1.46 -5.31 0.72
H: 3.20 -4.98 0.73
H: 1.49 -4.26 2.83
C: -4.06 0.42 2.54
C: -4.84 1.59 1.84
O: -3.86 2.16 0.99
C: -2.71 1.48 1.10
O: -1.72 1.84 0.52
O: -2.76 0.60 2.11
F: -5.25 2.58 2.73
H: -4.37 -0.52 2.08
H: -4.15 0.47 3.62
H: -5.69 1.35 1.25

Summary:
charge: +1
gap between HOMO and LUMO: 7.8 eV
LUMO: -0.09207 hartree


# 2
A 8-piece molecular cluster, C3H20N2O10 overall. Source: the OMol25 dataset; level of theory: ωB97M-V/def2-TZVPD.

Atoms and positions in Å:
N: -2.27 -0.15 2.68
C: -1.08 -0.80 2.65
O: -0.79 -1.65 3.48
C: -0.08 -0.38 1.56
N: -0.65 -0.77 0.27
C: -0.08 -1.65 -0.61
O: -0.51 -1.81 -1.74
O: 1.08 -2.24 -0.25
H: -2.49 0.48 1.87
H: -2.99 -0.42 3.33
H: 0.94 -0.89 1.79
H: 0.06 0.71 1.63
H: -1.44 -0.20 -0.07
H: 1.07 -2.66 0.74
O: 2.55 -1.10 -2.19
H: 2.14 -1.55 -1.48
H: 2.50 -1.74 -2.85
O: -0.19 2.87 0.75
H: 0.46 2.89 0.05
H: -0.45 3.77 0.91
O: -1.65 0.56 -2.29
H: -1.49 -0.45 -2.30
H: -0.68 0.91 -2.49
O: -2.39 1.44 0.12
H: -2.29 1.26 -0.81
H: -1.62 2.06 0.30
O: 1.04 -3.21 2.25
H: 1.84 -3.29 2.81
H: 0.35 -2.76 2.77
O: 0.98 1.02 -2.76
H: 1.05 1.16 -3.68
H: 1.53 0.16 -2.47
O: 1.62 3.11 -1.22
H: 2.52 2.97 -0.95
H: 1.41 2.37 -1.77

Summary:
SMILES string: NC(=O)CNC(=O)O.O.O.O.O.O.O.O
ΔE to the lowest compared entry with this formula, charge and spin: 0.0 kcal/mol
gap between HOMO and LUMO: 9.9 eV
LUMO: 0.01156 hartree


Per-record E_HOMO, eV: -10.33, -9.63
Per-record F_max, eV Å⁻¹: 4.81, 2.79